[1]
# C21H28MoN3O6S

C21H28MoN3O6S as an isolated structure (ωB97M-V/def2-TZVPD, OMol25).

Geometry as XYZ:
```
60
Properties=species:S:1:pos:R:3:forces:R:3:mulliken_charge:R:1
Mo 0.12858 0.28364 -0.54691 -0.1 0.4 -0.3 0.70
C -0.23522 0.20871 -4.84645 0.0 0.0 0.0 -1.24
C 0.65472 0.33566 -3.67010 0.0 0.0 0.0 0.65
O 0.17829 0.12921 -2.48960 0.0 0.0 -0.2 -0.74
N 1.91062 0.66977 -3.77042 0.0 0.0 0.0 -0.03
C 2.84773 0.67475 -2.63561 0.0 0.0 0.0 -1.21
C 2.65800 1.80597 -1.64288 0.0 0.0 0.0 1.00
C 3.53556 2.87176 -1.67756 0.0 0.0 0.0 -0.95
C 3.45652 3.88803 -0.73289 0.0 0.0 0.0 -0.44
C 2.48429 3.80928 0.25191 0.0 0.0 0.0 -1.01
C 1.62179 2.73798 0.23864 0.0 0.0 0.0 -0.40
N 1.68883 1.74933 -0.68367 0.0 0.0 -0.1 0.63
H -0.81183 -0.71250 -4.76229 0.0 0.0 0.0 0.37
H 0.32389 0.21150 -5.77918 0.0 0.0 0.0 0.42
H -0.93957 1.04412 -4.85038 0.0 0.0 0.0 0.27
H 2.28058 0.83673 -4.69844 0.0 0.0 0.0 0.32
H 3.84396 0.76534 -3.05920 0.0 0.0 0.0 0.68
H 2.79251 -0.29300 -2.14305 0.0 0.0 0.0 0.13
H 4.30216 2.89900 -2.44036 0.0 0.0 0.0 0.53
H 4.15112 4.71782 -0.76250 0.0 0.0 0.0 0.47
H 2.39089 4.56319 1.02111 0.0 0.0 0.0 0.51
H 0.84468 2.64675 0.98634 0.0 0.0 0.0 0.72
C -0.62722 -6.34595 3.91534 0.0 0.0 0.0 -1.47
C -0.77085 -5.00123 3.29666 0.0 0.0 0.0 0.90
C -0.49867 -4.81117 1.92829 0.0 0.0 0.0 -1.05
C -0.65260 -3.58236 1.33836 0.0 0.0 0.0 -0.19
C -1.10239 -2.51422 2.14032 0.0 0.1 0.0 0.05
C -1.37500 -2.66608 3.51538 0.0 0.0 0.0 -0.29
C -1.21112 -3.90984 4.07012 0.0 0.0 0.0 -0.88
S -1.30280 -0.98626 1.46461 -0.1 -0.2 0.1 1.83
O -2.15109 -0.09740 2.16099 0.0 0.0 0.0 -0.63
O -1.43463 -1.09319 -0.02771 0.0 -0.1 0.1 -0.63
N 0.29897 -0.19194 1.30648 0.1 -0.1 0.3 -0.06
C 1.47955 -0.88612 1.75885 0.0 0.0 0.0 -0.50
C 2.03988 -1.62742 0.52092 0.0 0.0 0.0 0.65
O 2.85020 -2.47686 0.52797 0.0 0.0 0.0 -0.44
O 1.45163 -1.11292 -0.61199 0.1 -0.1 0.1 -0.44
H 0.06585 -6.97726 3.36382 0.0 0.0 0.0 0.40
H -1.60426 -6.84191 3.90639 0.0 0.0 0.0 0.34
H -0.31626 -6.27737 4.95658 0.0 0.0 0.0 0.41
H -0.17192 -5.65273 1.33182 0.0 0.0 0.0 0.44
H -0.46577 -3.44592 0.28112 0.0 0.0 0.0 0.55
H -1.72950 -1.83120 4.10587 0.0 0.0 0.0 0.48
H -1.43250 -4.05869 5.11896 0.0 0.0 0.0 0.47
H 1.28694 -1.58558 2.57115 0.0 0.0 0.0 0.36
H 2.23176 -0.16027 2.08181 0.0 0.0 0.0 0.45
C -2.16254 3.27729 0.86979 0.0 0.0 0.0 -1.42
C -2.28678 2.54732 -0.44517 -0.1 -0.1 0.1 1.05
C -3.54148 1.71452 -0.56681 0.0 0.0 0.0 -1.37
C -1.97905 3.38830 -1.66022 0.0 0.0 0.0 -1.37
O -1.13333 1.49226 -0.43313 0.2 0.0 -0.1 0.41
H -2.99477 3.97980 0.93859 0.0 0.0 0.0 0.49
H -1.24319 3.86004 0.92835 0.0 0.0 0.0 0.38
H -2.23849 2.59102 1.71183 0.0 0.0 0.0 0.31
H -4.38791 2.40041 -0.63307 0.0 0.0 0.0 0.51
H -3.68934 1.08602 0.30911 0.0 0.0 0.0 0.33
H -3.53422 1.10644 -1.47086 0.0 0.0 0.0 0.37
H -2.73029 4.17755 -1.72089 0.0 0.0 0.0 0.49
H -2.04140 2.80085 -2.57600 0.0 0.0 0.0 0.30
H -1.00348 3.86905 -1.58012 0.0 0.0 0.0 0.35
```
Forces are in eV/Å.

Summary:
Multiplicity: 1
Gap between HOMO and LUMO (spin up / spin down) (eV): 5.74 / 4.71
Energy relative to the best compared isomer or geometry (same formula, charge and spin) (kcal per mole): 31.0
Charge: +3

---

[2]
# C21H28N2O5S

One molecule with the formula C21H28N2O5S (ωB97M-V/def2-TZVPD, OMol25).

Geometry as XYZ:
```
57
Properties=species:S:1:pos:R:3:forces:R:3:mulliken_charge:R:1
C 2.00916 2.45234 -3.68002 -0.2 0.1 0.1 -1.27
C 0.79063 2.83735 -2.84775 -0.1 -0.1 -0.1 -0.60
C -0.41319 1.87046 -2.88950 0.1 0.3 -0.1 -0.01
C -0.73046 1.33908 -4.28828 -0.1 0.1 0.3 -1.79
N -0.28618 0.79318 -1.91161 0.2 -0.2 -0.1 0.35
C -0.87340 0.81498 -0.69146 -0.3 0.4 -0.2 0.77
O -0.79424 -0.11454 0.08483 0.0 -0.3 0.1 -0.62
C -1.65955 2.07436 -0.28930 0.3 0.0 0.1 -0.70
O -1.88807 2.02762 1.10532 -0.3 0.0 -0.1 -0.34
C -0.77891 2.13026 1.86044 0.0 0.2 0.2 0.71
O 0.30485 2.35963 1.39025 0.1 0.1 0.0 -0.60
C -1.10828 1.96943 3.32038 0.2 -0.1 0.1 -0.57
C 0.03510 1.26810 4.06628 -0.1 0.0 -0.3 -1.17
C 0.33102 -0.05803 3.44617 0.3 0.2 0.1 0.43
C 1.43011 -0.38128 2.70446 -0.1 0.2 0.3 -0.98
N 1.34346 -1.66657 2.25263 0.2 -0.1 -0.1 0.16
C 0.16233 -2.19603 2.67476 -0.5 0.1 0.3 -0.63
C -0.38492 -3.45458 2.45706 0.0 -0.1 -0.1 -0.60
C -1.61352 -3.72396 3.01959 0.0 -0.1 -0.1 -0.62
C -2.28377 -2.76750 3.78808 -0.2 0.0 0.1 -0.78
C -1.74742 -1.51904 4.00801 0.0 0.0 0.0 -0.47
C -0.50933 -1.21223 3.44357 0.2 -0.3 -0.2 1.35
C 0.57890 -0.34816 -2.20888 -0.4 0.1 -0.2 -0.35
C -0.22270 -1.68468 -2.25398 -0.3 0.0 -0.3 -1.34
C 0.26832 -2.63930 -1.18692 0.6 0.3 0.0 -0.12
S 2.03298 -2.25359 -1.20715 -0.1 0.2 0.2 1.09
O 2.60840 -2.65327 -2.46187 -0.2 0.1 -0.4 -0.69
O 2.72834 -2.67811 -0.01707 0.0 0.0 0.3 -0.80
C 1.74431 -0.46513 -1.23070 0.0 -0.7 0.0 -0.15
H 2.78262 3.20446 -3.54245 0.1 0.0 0.0 0.44
H 1.76627 2.41541 -4.73855 0.0 -0.1 -0.1 0.29
H 2.42231 1.49415 -3.38052 0.1 -0.1 0.0 0.23
H 1.09178 2.94529 -1.80356 -0.1 0.1 0.0 0.28
H 0.44253 3.81315 -3.19361 0.0 0.1 0.0 0.49
H -1.29183 2.44473 -2.58657 0.1 -0.1 0.0 0.59
H 0.09860 0.80494 -4.73977 0.1 0.0 -0.1 0.46
H -1.58693 0.67101 -4.24217 -0.1 -0.1 0.0 0.42
H -0.98121 2.17805 -4.93228 0.0 0.1 -0.1 0.41
H -1.09588 2.98097 -0.53173 -0.1 -0.1 -0.1 0.37
H -2.64719 2.08756 -0.75439 0.1 0.0 0.0 0.31
H -1.27648 2.96528 3.73940 -0.1 0.0 -0.1 0.38
H -2.03302 1.39867 3.39492 0.0 0.1 0.0 0.26
H -0.25193 1.14563 5.11341 0.1 0.1 0.0 0.40
H 0.92932 1.89133 4.01790 0.0 0.0 0.1 0.37
H 2.28322 0.22753 2.47147 0.1 0.1 -0.1 0.45
H 2.00538 -2.12341 1.63835 0.0 0.0 0.0 0.37
H 0.14449 -4.19200 1.87051 0.0 -0.1 0.0 0.51
H -2.07000 -4.69193 2.86995 0.0 -0.1 0.0 0.40
H -3.24319 -3.02136 4.21632 -0.1 0.0 0.0 0.39
H -2.27428 -0.79367 4.61160 -0.1 0.1 0.1 0.44
H 0.98726 -0.17709 -3.20272 0.0 0.0 0.1 0.56
H -1.28400 -1.47385 -2.12437 0.1 0.0 0.0 0.41
H -0.07664 -2.14246 -3.23308 -0.1 0.0 0.0 0.31
H -0.10602 -2.38123 -0.20035 0.0 0.0 0.1 -0.16
H 0.08809 -3.68195 -1.42142 0.2 -0.2 0.0 0.64
H 2.63468 0.06422 -1.55163 0.2 -0.1 0.0 0.60
H 1.46803 -0.17424 -0.22199 0.0 0.0 0.1 -0.27
```
Forces are in eV/Å.

Summary:
Multiplicity: 1
Gap between HOMO and LUMO (eV): 7.94
Energy relative to the best compared isomer or geometry (same formula, charge and spin) (kcal per mole): 0.0
Structure (SMILES): CC[C@@H](C)N(C(=O)COC(=O)CCc1c[nH]c2ccccc12)[C@@H]1CCS(=O)(=O)C1

---

[3]
# C21H28N4O7

A 2-piece molecular cluster, C21H28N4O7 overall at a distorted geometry (ωB97M-V/def2-TZVPD, OMol25).

Geometry as XYZ:
```
60
Properties=species:S:1:pos:R:3:forces:R:3:mulliken_charge:R:1
C 0.38239 -9.37154 -1.06118 0.4 0.3 0.2 -0.92
N 0.18690 -8.02242 -0.53290 -1.0 -0.1 -0.4 -0.12
C 1.11090 -7.34681 0.16423 1.3 -0.1 0.7 0.06
O 2.21455 -7.81816 0.41308 -0.4 0.3 0.0 -0.67
C 0.73139 -5.92408 0.60678 0.1 0.4 0.3 0.23
C 1.08491 -4.93124 -0.51502 -0.1 0.2 -0.3 -1.24
C 0.41778 -3.57434 -0.41000 0.0 0.2 0.1 0.43
C -0.98534 -3.48141 -0.50392 0.7 1.5 0.1 -0.39
C -1.61753 -2.22721 -0.41733 0.8 -0.1 0.0 -0.68
C -0.84568 -1.05868 -0.26062 1.1 -0.8 0.2 1.00
O -1.46174 0.14824 -0.17717 -0.8 -0.2 -0.1 -0.59
C 0.56146 -1.14810 -0.18024 -0.5 -1.1 -0.1 -0.40
C 1.18952 -2.40688 -0.25066 -1.3 0.2 0.0 -0.76
N 1.39903 -5.54524 1.86094 0.0 -1.2 -1.8 -0.08
C 0.93023 -4.83817 2.88919 -0.5 0.7 1.6 0.65
C -0.50443 -4.34814 2.89941 0.3 -0.1 -0.1 -0.71
O 1.64729 -4.59875 3.84781 0.2 0.0 0.0 -0.68
H 1.11683 -9.34733 -1.86868 0.0 -0.1 0.0 0.30
H -0.55924 -9.76904 -1.44220 0.1 0.2 0.1 0.35
H 0.75537 -10.02832 -0.27197 0.0 0.1 -0.1 0.29
H -0.69319 -7.56855 -0.71706 0.1 -0.1 0.0 0.26
H -0.34693 -5.91499 0.75140 -0.1 0.1 0.2 0.31
H 0.77957 -5.36149 -1.47008 0.1 -0.2 -0.1 0.44
H 2.16886 -4.80921 -0.55379 0.0 -0.1 0.0 0.35
H -1.58226 -4.37068 -0.64310 -0.1 -0.1 0.0 0.36
H -2.69225 -2.14394 -0.47897 -0.1 0.0 0.0 0.41
H -0.85713 0.83016 0.11537 0.3 0.1 0.0 0.21
H 1.15946 -0.25747 -0.05940 0.0 0.2 0.0 0.30
H 2.26691 -2.47624 -0.17718 0.0 0.0 0.0 0.36
H 2.34382 -5.88402 1.97754 0.0 -0.1 -0.1 0.24
H -0.61145 -3.54372 2.17736 -0.2 0.0 -0.2 0.04
H -0.73420 -3.96376 3.89226 0.2 -0.1 -0.1 0.33
H -1.18223 -5.16675 2.67100 -0.2 0.0 -0.2 0.28
C 0.56423 2.98885 -1.17720 0.3 0.4 0.1 -1.41
C 1.11775 4.35310 -0.81009 -1.3 1.4 0.4 0.76
C 0.33275 5.48985 -0.65874 1.2 -1.2 -0.3 0.53
C -1.12274 5.49417 -0.88582 -1.7 1.8 1.2 -1.02
C -2.06090 6.33387 -0.28792 2.0 -1.6 -0.8 0.60
C -3.52807 6.18909 -0.62616 0.4 0.5 -0.9 -0.78
O -3.71728 5.78509 -1.98349 -0.1 -0.2 0.2 -0.54
C -1.70191 7.35461 0.76731 0.0 -0.1 0.3 -1.08
O -1.16564 8.51962 0.12930 0.0 0.4 0.1 -0.60
N 0.97157 6.67819 -0.31807 -0.7 -1.1 -0.3 -0.12
C 2.31574 6.76829 -0.08377 0.6 2.1 0.9 0.23
O 2.80452 7.83387 0.22840 0.1 0.7 0.0 -0.68
N 3.09681 5.66201 -0.14033 -1.7 0.2 -0.5 -0.05
C 2.56169 4.48264 -0.55803 0.6 -2.1 -0.2 0.52
O 3.33064 3.54248 -0.66307 -0.1 -0.6 -0.3 -0.69
H 0.80239 2.76063 -2.22086 0.0 -0.2 0.2 0.31
H -0.51777 2.92211 -1.04385 0.1 0.2 -0.1 0.38
H 1.01901 2.22041 -0.54448 0.1 0.1 -0.2 0.21
H -1.50838 4.75479 -1.58048 0.1 0.1 0.0 0.71
H -3.98832 5.45792 0.04748 -0.1 0.0 -0.4 0.29
H -4.03532 7.14835 -0.47456 0.1 0.0 0.2 0.41
H -3.29743 6.42698 -2.58295 -0.2 -0.2 0.5 0.34
H -0.97109 6.93446 1.46738 0.0 0.0 -0.1 0.37
H -2.58932 7.61970 1.35215 0.0 0.0 -0.1 0.49
H -1.02434 9.23775 0.77445 -0.1 -0.6 -0.3 0.33
H 0.43875 7.54745 -0.30813 0.3 0.0 0.0 0.26
H 4.09915 5.76201 -0.09336 -0.1 0.0 0.1 0.27
```
Forces are in eV/Å.

Summary:
Multiplicity: 1
Gap between HOMO and LUMO (eV): 8.19
Energy relative to the best compared isomer or geometry (same formula, charge and spin) (kcal per mole): 0.0
Structure (SMILES): CNC(=O)[C@H](Cc1ccc(O)cc1)NC(C)=O.Cc1c(C=C(CO)CO)[nH]c(=O)[nH]c1=O

---

[4]
# C21H28N7OSbSe4SiTc

C21H28N7OSbSe4SiTc as an isolated structure (ωB97M-V/def2-TZVPD, OMol25).

Geometry as XYZ:
```
64
Properties=species:S:1:pos:R:3:forces:R:3:mulliken_charge:R:1
Tc 0.94804 -0.60734 1.35786 0.5 -0.3 0.0 0.01
C 3.26638 2.43395 0.69012 0.0 0.0 0.0 -1.45
C 1.77346 2.54554 0.68944 0.1 -0.1 0.1 0.77
C 1.15391 3.73467 0.34569 0.0 0.1 0.0 -0.86
C -0.23080 3.82528 0.37041 0.0 0.0 0.0 -0.77
C -0.99779 2.73516 0.72880 0.0 -0.1 0.0 -1.03
C -0.32610 1.56506 1.07703 0.0 0.0 0.0 0.49
N 1.02479 1.49675 1.06409 -0.1 0.2 0.0 0.49
N -0.82439 0.32013 1.41126 0.1 0.1 -0.4 1.04
Si -2.47666 0.22971 2.11571 0.1 0.0 -0.2 -0.21
C -3.69767 0.44404 0.72278 -0.1 0.0 -0.1 -1.14
C -2.54793 1.57552 3.39215 0.0 0.1 0.1 -1.01
C -2.84935 -1.36815 2.95255 0.0 -0.2 0.1 -1.10
H 3.67928 2.94145 -0.18048 0.0 0.0 0.0 0.47
H 3.58647 1.39770 0.68521 0.0 0.0 0.0 0.02
H 3.67302 2.92982 1.57478 0.0 0.0 0.0 0.29
H 1.76216 4.58198 0.06292 0.0 0.0 0.0 0.49
H -0.71479 4.75390 0.09711 0.0 0.0 0.0 0.46
H -2.07454 2.78369 0.73500 0.0 0.0 0.0 0.47
H -3.47498 1.26621 0.04203 0.0 0.0 0.0 0.37
H -4.69648 0.61979 1.12990 0.0 0.0 0.0 0.50
H -3.75008 -0.47973 0.13954 0.0 0.0 0.0 0.28
H -2.59116 2.58556 2.98812 0.0 0.0 0.0 0.37
H -1.67085 1.50802 4.04167 0.0 0.0 0.0 0.31
H -3.43132 1.43090 4.01777 0.0 0.0 0.0 0.45
H -2.96419 -2.21454 2.27577 0.0 0.0 0.0 0.36
H -3.81753 -1.22222 3.44165 0.0 0.0 0.0 0.45
H -2.13333 -1.63240 3.73407 0.0 0.0 0.0 0.17
Se 3.81723 -3.48921 4.84084 -0.1 0.1 -0.2 -0.53
Sb 1.58908 -3.00820 4.16727 0.2 -0.1 0.1 0.80
Se 1.26481 -0.48208 3.66117 0.0 0.0 0.7 -0.36
Se 1.38973 -3.05859 1.37652 -0.1 -0.3 0.1 -0.18
Se -0.37481 -4.06030 4.91340 0.0 0.2 -0.1 -0.44
C -0.31641 -2.33249 1.40016 0.1 0.1 -0.2 -0.37
H -0.89012 -2.55619 2.28957 0.1 0.1 0.1 -0.12
H -0.85811 -2.43506 0.46456 -0.1 0.0 0.0 0.51
N -4.23058 0.29175 -7.99501 0.0 0.0 0.0 -0.44
C -3.49015 0.14650 -7.13025 0.1 0.0 0.1 -0.03
C -2.56105 -0.03674 -6.04472 -0.1 0.0 -0.1 0.48
C -3.03306 -0.19058 -4.74491 0.0 0.0 0.0 -1.02
C -2.14371 -0.37204 -3.70208 0.0 0.0 0.0 -0.41
C -0.77973 -0.38987 -3.95856 0.1 0.0 0.1 1.37
C -0.30124 -0.23206 -5.24955 0.0 0.1 -0.1 -0.55
C -1.19320 -0.05978 -6.29333 0.0 0.0 0.0 -0.96
N 0.14446 -0.57201 -2.88065 -0.1 0.0 -0.1 0.37
C 1.45688 -0.98904 -2.97318 0.0 0.0 0.0 -0.29
C 1.93502 -1.04460 -1.70726 -0.1 0.1 0.1 -1.45
N 0.93669 -0.65957 -0.83558 0.0 -0.1 -0.2 0.95
C -0.12045 -0.38960 -1.57331 0.0 0.1 0.1 -0.55
H -4.09690 -0.17832 -4.55399 0.0 0.0 0.0 0.45
H -2.52961 -0.51767 -2.70317 0.0 0.0 0.0 0.57
H 0.75938 -0.21970 -5.45413 0.0 0.0 0.0 0.33
H -0.82771 0.06486 -7.30288 0.0 0.0 0.0 0.46
H 1.92748 -1.22722 -3.90821 0.0 0.0 0.0 0.41
H 2.91449 -1.30912 -1.35350 0.0 0.0 0.0 0.50
H -1.05986 -0.03682 -1.18422 0.0 0.0 0.0 0.28
N 4.44403 -0.50968 2.90015 0.2 0.1 -0.2 -0.28
C 4.06997 -1.15695 1.79736 -0.1 -0.3 0.2 0.24
N 4.67711 -2.30885 1.49003 0.1 0.0 0.0 -0.28
O 3.16554 -0.70774 1.03581 -0.4 0.4 -0.3 0.05
H 5.03630 -0.94293 3.59097 -0.1 0.0 0.0 0.23
H 3.97768 0.34980 3.13133 -0.1 -0.1 0.1 0.16
H 5.31157 -2.76354 2.12657 0.0 0.0 0.0 0.21
H 4.39168 -2.79677 0.65984 0.0 0.0 0.0 0.22
```
Forces are in eV/Å.

Summary:
Multiplicity: 1
Gap between HOMO and LUMO (spin up / spin down) (eV): 5.80 / 5.72
Energy relative to the best compared isomer or geometry (same formula, charge and spin) (kcal per mole): 0.0
Charge: +1

---

> multiplicity of number 1 (C21H28MoN3O6S)?

1